[1]
C6H15NS | ωB97M-V/def2-TZVPD

Structure (ORCA input):
```
! wB97M-V def2-TZVPD RIJCOSX def2/J DEFGRID3
* xyz 0 1
N 0.826 0.033 0.142
H 0.069 -0.371 -2.451
H 0.958 -2.101 -0.085
H -1.017 -1.385 -1.482
C 2.460 -1.058 -1.292
H 0.143 -0.972 1.792
C 0.024 -1.252 -1.801
H -1.593 0.691 2.537
H 0.329 -2.138 -2.364
H -1.078 -0.725 0.428
H -3.290 2.511 2.292
H 1.632 0.411 0.628
H 2.466 -0.241 -2.052
H -1.168 1.817 -0.291
S -2.128 3.370 1.181
C 1.079 -1.162 -0.660
H -2.618 1.188 0.357
H -0.215 1.733 2.031
H 2.798 -1.976 -1.771
C -1.717 1.732 0.669
C -0.300 -0.271 1.070
C -0.924 0.950 1.708
H 3.264 -0.783 -0.587
*
```

Properties
LUMO level, eV: -0.14
HOMO-LUMO gap, eV: 8.64
E_HOMO, eV: -8.779
Max |F|, eV/Å: 4.7



[2]
C6H15NSi | ωB97M-V/def2-TZVPD

Structure (ORCA input):
```
! wB97M-V def2-TZVPD RIJCOSX def2/J DEFGRID3
* xyz 0 1
H 2.958 -0.255 -1.627
H 4.459 1.751 -1.009
Si 2.651 -1.126 0.506
H 3.532 1.618 0.615
N 3.239 0.031 -0.656
H 0.167 -1.299 -1.344
H -3.443 1.343 0.855
C 0.269 -1.029 -0.291
H -2.939 -1.609 -1.531
H 2.662 -0.431 1.814
C -0.683 -0.774 0.540
H -2.074 0.777 1.967
H -2.311 0.079 -1.799
C -2.840 -0.624 -1.143
H -3.912 -0.225 -1.120
C -2.393 0.892 0.837
H 2.699 2.099 -0.990
H 3.238 -2.378 0.196
C -2.204 -0.573 0.292
C 3.524 1.467 -0.535
H -0.461 -0.558 1.553
H -1.666 1.559 0.286
H -2.870 -1.237 0.858
*
```

Properties
LUMO level, eV: 0.85
HOMO-LUMO gap, eV: 8.84
E_HOMO, eV: -7.988
Max |F|, eV/Å: 5.3



[3]
C6H15O | ωB97M-V/def2-TZVPD

Structure (ORCA input):
```
! wB97M-V def2-TZVPD RIJCOSX def2/J DEFGRID3
* xyz -1 1
H -0.024 -1.992 2.543
C -1.249 -1.076 0.913
C 1.939 1.221 -0.095
H -1.880 -2.307 -0.777
C -1.729 -0.137 -1.433
H 0.748 2.892 -0.705
H 2.592 1.061 0.800
H 1.410 3.122 0.877
H 2.459 3.279 -0.522
H -2.722 0.155 -1.085
H -1.824 -0.462 -2.482
H 0.739 -1.707 0.918
H -0.286 -1.519 -0.907
H -0.467 -2.994 1.129
C -0.161 -1.978 1.452
H -0.953 0.677 -1.298
H -2.281 -1.230 1.368
C -1.304 -1.336 -0.597
C 1.603 2.717 -0.108
H 2.573 0.981 -0.964
O 0.780 0.453 -0.088
H -0.910 -0.041 1.022
*
```

Properties
LUMO level, eV: 4.38
HOMO-LUMO gap, eV: 7.00
E_HOMO, eV: -2.626
Max |F|, eV/Å: 1.9



[4]
C6H15O | ωB97M-V/def2-TZVPD

Structure (ORCA input):
```
! wB97M-V def2-TZVPD RIJCOSX def2/J DEFGRID3
* xyz -1 1
C 0.770 1.826 -0.154
H -1.031 -2.253 0.836
H -0.475 0.475 -0.983
C 1.439 -0.479 -0.797
H 0.233 2.785 -0.474
H 0.100 1.923 -3.003
C 0.829 1.212 -2.592
C -2.355 -1.485 2.451
C -1.064 -1.473 1.642
H 2.523 -0.257 -0.703
H -3.224 -1.388 1.780
H 1.893 1.609 -2.594
H 0.488 1.446 0.846
H -2.319 -0.525 3.056
H 1.856 2.041 -0.108
C 0.557 0.718 -1.167
H -2.434 -2.373 3.092
H 1.105 -0.868 0.154
H -0.219 -1.709 2.301
H 1.339 -1.328 -1.418
O -0.852 -0.220 1.105
H 0.841 0.324 -3.268
*
```

Properties
LUMO level, eV: 4.03
HOMO-LUMO gap, eV: 6.45
E_HOMO, eV: -2.419
Max |F|, eV/Å: 2.1



[5]
C6H15O3PS | ωB97M-V/def2-TZVPD

Structure (ORCA input):
```
! wB97M-V def2-TZVPD RIJCOSX def2/J DEFGRID3
* xyz 0 1
C -0.500 -0.062 -1.970
C -0.597 2.341 0.137
H -2.628 -0.535 -0.091
C 1.988 -1.666 -0.536
C 0.382 1.230 0.579
P -0.410 -0.498 0.043
H 0.544 -2.676 0.951
O -0.903 -2.178 -1.044
H 2.817 -2.052 -0.098
C 0.963 -1.605 0.582
H 0.496 -0.191 -2.400
H 2.125 -0.787 -0.974
O -2.942 -1.099 -2.021
H -0.415 2.818 -0.790
H 1.289 -0.994 1.556
H -1.607 2.022 -0.043
H -2.103 0.030 1.597
O -1.355 -2.156 -3.485
H 1.214 1.324 0.040
S -1.603 -1.486 -2.249
C -2.124 -0.674 0.777
H 0.476 1.251 1.654
H -0.738 3.006 0.862
H -0.765 0.980 -2.347
H -2.019 -1.748 1.237
H 1.570 -2.322 -1.206
*
```

Properties
LUMO level, eV: 0.57
HOMO-LUMO gap, eV: 10.27
E_HOMO, eV: -9.708
Max |F|, eV/Å: 6.5



[6]
C6H15OP | ωB97M-V/def2-TZVPD

Structure (ORCA input):
```
! wB97M-V def2-TZVPD RIJCOSX def2/J DEFGRID3
* xyz 0 1
H 0.537 -1.836 1.671
C 0.606 1.784 -1.662
C 0.074 -2.170 -1.137
O -0.517 1.301 -1.057
H 2.152 0.570 -0.781
H -2.606 -0.524 0.904
H -0.651 0.955 2.090
P -0.489 -0.870 -0.240
H -1.285 -0.567 2.743
H -2.679 -1.840 -0.299
C 0.378 -0.793 1.384
C 1.896 1.627 -0.851
H -2.662 -0.125 -0.818
H 2.711 2.154 -1.343
H 1.350 -0.331 1.212
H 0.424 2.862 -1.822
C -2.299 -0.843 -0.087
H 0.760 1.326 -2.659
H -0.454 -2.424 -2.037
H 0.238 0.078 3.345
C -0.383 -0.033 2.457
H 1.139 -2.332 -1.163
H 1.758 2.029 0.151
*
```

Properties
LUMO level (alpha / beta), eV: 0.45 / 0.45
HOMO-LUMO gap (alpha / beta), eV: 8.36 / 8.36
E_HOMO (alpha / beta), eV: -7.903 / -7.902
Max |F|, eV/Å: 3.7



What relative energy (zero: lowest compared OMol25 entry of this formula, charge and spin) values result from the calculations? In sequence: 1.961 2.963 0.546 0.501 2.472 2.352 eV.
What E values result from the calculations? In sequence: -690.4694 -581.7355 -312.8099 -312.8116 -1202.7596 -654.1045 Ha.